Below is a 2-piece molecular cluster, C3H9N overall, with properties calculated with ωB97M-V/def2-TZVPD.

```
13
C3H9N, DFT ωB97M-V/def2-TZVPD
C 3.2183 1.1716 -0.6198
C 2.9322 -0.1688 -0.7808
H 2.6417 1.8979 -1.1950
H 4.1399 1.4893 -0.1356
H 1.9076 -0.5435 -0.7697
H 3.7286 -0.9132 -0.7858
C -2.5665 -0.6476 1.1297
N -2.4698 -0.3007 -0.3061
H -2.4359 0.1934 1.8080
H -3.5366 -1.0327 1.3731
H -1.8940 -1.4802 1.3314
H -2.2589 0.6910 -0.3584
H -3.4066 -0.3566 -0.6911
```

Values from the calculation:
- Kohn-Sham gap (spin up / spin down): 0.19110 / 0.08535 hartree
- <S²>: 0.754
- Relative energy (zero: lowest compared OMol25 entry of this formula, charge and spin): 297.67 kJ/mol
- Total charge: +1
- 2S+1: 2
- Molar mass: 59.1 g/mol

Below is C31H52N9O4OsP as an isolated structure, with properties calculated with ωB97M-V/def2-TZVPD.

```
98
C31H52N9O4OsP, DFT ωB97M-V/def2-TZVPD
Os -0.2084 0.6917 -1.0322
C 2.5524 0.1645 7.5332
O 3.6629 -0.5884 7.0743
C 3.4421 -1.1377 5.8337
O 2.4432 -0.9476 5.1598
N 4.5416 -1.8059 5.4110
N 4.5181 -2.4919 4.2005
H 2.7645 0.3831 8.5585
H 1.6599 -0.5342 7.4479
H 2.3077 1.0774 6.9562
H 5.3621 -1.8315 6.0278
H 4.8838 -1.8709 3.4739
H 3.5337 -2.6822 3.9722
C 2.6614 -0.7812 -2.1671
C 2.5396 0.6693 -2.2952
N 1.6988 1.4020 -1.5787
C 2.1582 2.7357 -1.6043
C 3.3510 2.7853 -2.2732
N 3.4864 1.4608 -2.8259
C 4.3533 1.0673 -3.9679
N 4.0444 1.6997 -5.2801
N 4.6522 2.9196 -5.5635
N 4.0490 3.4798 -6.5708
C 3.1430 2.5916 -7.1149
C 2.0664 2.8547 -7.9940
C 1.1262 1.8801 -8.1469
C 1.1602 0.6828 -7.4024
C 2.0992 0.4612 -6.4351
C 3.0553 1.4690 -6.2675
H 3.1279 -1.2294 -2.9982
H 1.6323 -1.1143 -2.1540
H 3.1775 -1.0060 -1.2471
H 1.6952 3.5339 -1.0585
H 4.1496 3.4993 -2.4923
H 4.1908 -0.0094 -4.0634
H 5.4020 1.3624 -3.8119
H 1.8802 3.8181 -8.5011
H 0.3485 1.9400 -8.8909
H 0.4777 -0.0887 -7.7082
H 1.9775 -0.3176 -5.7651
C 1.5955 1.7322 1.7892
C 0.4079 2.5960 1.4149
C -0.2624 3.5866 2.1674
C -1.2378 4.1445 1.3395
C -1.2683 3.4232 0.1424
C -2.1706 3.6229 -0.9886
N -0.2781 2.4554 0.1731
H 2.1876 2.4439 2.4367
H 2.1660 1.4460 0.8896
H 1.2820 0.8880 2.4535
H -0.0608 3.8594 3.1879
H -1.9545 4.8967 1.6862
H -2.9068 4.4254 -0.7898
H -2.6650 2.6827 -1.2566
H -1.6030 3.9538 -1.9027
O -0.5024 0.6250 -2.8672
O 0.2515 0.3253 -3.9421
C -4.8204 -2.5159 0.7129
C -4.0316 -1.2516 0.2775
C -4.0631 -1.1747 -1.2812
C -4.7877 0.0206 0.7487
P -2.2721 -1.2983 0.7860
N -1.3405 -0.3078 -0.1079
C -1.4256 -3.1020 0.5633
C -1.8990 -4.0891 1.6123
C -1.8610 -3.4650 -0.8842
C 0.1586 -3.0671 0.6048
C -2.3058 -0.8996 2.6943
C -0.9097 -1.1436 3.2166
C -2.5553 0.6159 2.8972
C -3.3398 -1.6895 3.5433
H -5.8133 -2.4080 0.2721
H -4.9803 -2.5490 1.7909
H -4.3755 -3.4528 0.3680
H -4.8867 -0.5129 -1.6054
H -4.2099 -2.0889 -1.7688
H -3.1607 -0.7344 -1.7207
H -5.7361 0.1740 0.1719
H -4.1965 0.9521 0.5128
H -5.0009 -0.0206 1.8127
H -2.9818 -4.2126 1.7341
H -1.4541 -3.9476 2.5855
H -1.5569 -5.0355 1.2342
H -2.8909 -3.7380 -1.0130
H -1.2177 -4.3085 -1.1290
H -1.5968 -2.6944 -1.5964
H 0.5368 -2.1774 0.1293
H 0.5423 -4.0150 0.1413
H 0.5007 -3.1126 1.6438
H -0.2243 -0.4553 2.7320
H -0.6046 -2.1603 3.2198
H -0.8909 -0.9402 4.2995
H -2.0996 1.2319 2.1285
H -2.0692 0.8905 3.8445
H -3.6203 0.9035 3.0250
H -3.3281 -2.8113 3.3984
H -4.3592 -1.2431 3.4658
H -3.0205 -1.4652 4.5675
```

Values from the calculation:
- Kohn-Sham gap (spin up / spin down): 0.22917 / 0.17840 hartree
- <S²>: 6.031
- Relative energy (zero: lowest compared OMol25 entry of this formula, charge and spin): 168.78 kJ/mol
- Total charge: +2
- 2S+1: 5
- Molar mass: 836.0 g/mol

Below is a 2-piece molecular cluster, C20H45BFN4O6 overall, with properties calculated with ωB97M-V/def2-TZVPD.

```
77
C20H45BFN4O6, DFT ωB97M-V/def2-TZVPD
C -2.9872 -3.6896 3.9849
C -2.1962 -2.7222 4.8665
C -3.0188 -2.3353 6.0937
C -1.7824 -1.4317 4.1361
C -1.2521 -1.5978 2.7185
O -1.5172 -0.4172 1.9687
C -0.4678 0.0552 1.1829
C -0.5757 1.5701 0.9123
N 0.0562 1.7823 -0.3645
O -1.9923 1.8572 0.9090
C -2.3398 3.0717 0.3045
C -3.8144 3.3139 0.6259
O -4.2095 3.5111 1.7245
N -4.7267 3.3360 -0.5032
C -4.4404 2.5151 -1.5857
O -4.1822 2.8181 -2.6981
F -4.5045 1.2308 -1.2016
B 0.2266 2.3692 2.0672
O 1.3678 3.0026 1.6333
N -0.0869 2.3946 3.4745
C -1.4999 2.4170 3.8708
C 0.7425 1.5519 4.3435
H -2.3443 -4.2525 3.3067
H -3.7318 -3.1557 3.3873
H -3.5097 -4.4203 4.6047
H -1.2851 -3.2188 5.2199
H -2.4647 -1.6579 6.7468
H -3.2968 -3.2135 6.6788
H -3.9350 -1.8260 5.7829
H -2.6352 -0.7468 4.0972
H -1.0077 -0.9439 4.7353
H -0.1731 -1.8006 2.7238
H -1.7353 -2.4397 2.2148
H 0.4999 -0.1529 1.6629
H -0.4472 -0.4467 0.1998
H -0.4889 1.3833 -1.1215
H 0.2819 2.7512 -0.5440
H -1.7804 3.9281 0.7141
H -2.1830 3.0536 -0.7783
H -4.9267 4.2733 -0.8385
H 1.7506 3.4919 2.3719
H -2.1085 2.8917 3.1066
H -1.9061 1.4136 4.0302
H -1.6023 2.9830 4.8000
H 1.6545 2.0630 4.6642
H 1.0306 0.6008 3.8791
H 0.1818 1.3077 5.2453
C 3.0321 0.6653 -2.0005
C 2.7063 0.4889 -3.4663
N 3.5655 -0.5172 -4.2100
C 4.9920 -0.0597 -4.1396
C 3.2076 -0.4941 -5.6846
C 1.8099 -0.9307 -6.0891
C 3.5454 -1.9100 -3.6139
C 2.2203 -2.6163 -3.3909
O 1.4284 -1.9080 -2.4738
C 0.0262 -2.1360 -2.5801
H 4.0160 1.1019 -1.8321
H 2.2941 1.3491 -1.5802
H 2.9437 -0.2628 -1.4411
H 2.8461 1.4280 -4.0046
H 1.6758 0.1772 -3.5921
H 5.0507 0.9580 -4.5173
H 5.6012 -0.7202 -4.7517
H 5.3332 -0.0968 -3.1110
H 3.9547 -1.1125 -6.1815
H 3.3761 0.5387 -5.9872
H 1.7232 -2.0099 -6.1775
H 1.6128 -0.5182 -7.0780
H 1.0298 -0.5622 -5.4260
H 4.0621 -1.8288 -2.6594
H 4.1592 -2.5189 -4.2794
H 2.4960 -3.5953 -2.9769
H 1.6855 -2.8058 -4.3210
H -0.1909 -3.0685 -3.1037
H -0.4553 -1.3085 -3.1096
H -0.3845 -2.1956 -1.5746
```

Values from the calculation:
- Kohn-Sham gap: 0.29792 hartree
- Total charge: +1
- Molar mass: 467.4 g/mol

Below is C7H8O in the gas phase, with properties calculated with ωB97M-V/def2-TZVPD.

```
16
C7H8O, DFT ωB97M-V/def2-TZVPD
C -1.9011 -0.1075 0.6568
C -1.1539 0.7908 -0.2974
C 1.7623 1.0974 -0.1795
C 1.6263 -1.1464 0.3456
C -1.1750 -0.6868 -0.4523
C 0.3277 -0.6641 -0.3655
C 0.3197 0.7761 0.1823
H -1.3863 -0.3117 1.6337
H -3.0058 -0.1412 0.5546
H -1.7088 1.5282 -0.8339
H 2.4227 1.9276 -0.0166
H 2.1527 -2.0506 0.0979
H -1.6329 -1.1509 -1.2621
H 0.6760 -0.6154 -1.4329
H 0.3276 0.8345 1.2616
O 2.3487 -0.0799 0.1077
```

Values from the calculation:
- Kohn-Sham gap: 0.29269 hartree
- Relative energy (zero: lowest compared OMol25 entry of this formula, charge and spin): 669.25 kJ/mol
- Total charge: 0
- Molar mass: 108.1 g/mol

Below is C5H4LaO4 as an isolated structure, with properties calculated with ωB97M-V/def2-TZVPD.

```
14
C5H4LaO4, DFT ωB97M-V/def2-TZVPD
C -0.4347 0.3014 -2.0000
C -0.5489 0.4323 -3.2028
H -0.6584 0.5644 -4.2663
H -2.1226 -1.0767 -1.3421
O -0.1487 -0.0593 -0.5789
C -1.1580 -0.4713 0.1994
O -1.1972 -0.0932 1.3638
O -2.1443 -1.0808 -0.3580
La -2.8505 -0.0344 3.7210
C 2.6516 0.5412 1.3377
C 2.5557 -0.3026 0.4455
O 2.1502 1.3513 2.2209
H 2.7112 -1.3110 0.0984
H 1.1945 1.2386 2.3613
```

Values from the calculation:
- Kohn-Sham gap (spin up / spin down): 0.14312 / 0.15462 hartree
- <S²>: 0.751
- Total charge: +2
- 2S+1: 2
- Molar mass: 267.0 g/mol